8 unconnected molecules or ions with the total composition C40H104Cl2F6N15O9P5, computed with ωB97M-V/def2-TZVPD.

Summary:
SMILES: CN(C)P(=O)(N(C)C)N(C)C.CN(C)P(=O)(N(C)C)N(C)C.CN(C)P(=O)(N(C)C)N(C)C.CN(C)P(=O)(N(C)C)N(C)C.CN(C)P(=O)(N(C)C)N(C)C.CCOC(=O)C(F)(F)F.CCOC(=O)C(F)(F)F.ClCCCl
max |F|: 4.02 eV/Å
HOMO level: -8.2 eV
Kohn-Sham gap: 8.7 eV

The geometry in XYZ format:
```
181
Properties=species:S:1:pos:R:3:forces:R:3:lowdin_charge:R:1
C 18.66884 21.12312 13.85982 0.6 -0.9 0.6 -0.082
N 18.72434 19.85486 14.58413 -1.1 0.8 0.8 -0.316
C 19.09025 18.67903 13.83564 0.1 -1.4 0.8 -0.107
P 18.56869 19.66615 16.21836 0.1 -1.0 0.2 0.567
O 17.75127 18.46187 16.60916 0.7 1.1 -0.3 -0.314
N 20.18991 19.53153 16.67954 -0.9 0.3 -0.5 -0.300
C 20.52268 18.42536 17.52742 0.3 -0.2 1.2 -0.133
C 21.27284 19.98532 15.82797 0.5 -1.3 0.4 -0.111
N 18.00949 21.06138 16.89128 -0.1 0.1 -0.8 -0.288
C 16.73780 21.21064 17.50609 -1.7 -0.3 1.6 -0.133
C 18.87826 22.08464 17.36406 0.7 1.2 1.0 -0.123
H 19.66900 21.41572 13.59798 0.7 0.1 -0.7 0.069
H 18.31241 21.96986 14.40901 -0.7 0.1 0.7 0.073
H 18.07582 20.94771 13.00302 -0.6 0.3 -1.1 0.050
H 19.61842 19.00777 12.97471 0.3 0.1 -1.1 0.066
H 18.23920 18.00080 13.55320 0.6 0.7 0.1 0.087
H 19.83121 18.04276 14.40056 -0.7 0.5 -0.3 0.098
H 19.60842 18.01139 17.99856 0.6 0.3 -0.3 0.076
H 21.00087 17.63005 16.92750 0.0 0.1 0.4 0.083
H 21.20470 18.78327 18.33904 -0.3 -0.6 -0.5 0.091
H 20.96056 20.50096 14.96606 -0.7 0.8 -0.8 0.043
H 22.00642 20.59683 16.32678 0.2 0.3 0.5 0.081
H 21.81529 19.11771 15.42060 0.0 0.0 0.2 0.086
H 16.01113 20.43684 17.29204 0.1 -0.3 -0.5 0.052
H 16.83699 21.17294 18.60757 0.1 -0.1 -0.1 0.101
H 16.23354 22.16593 17.33661 0.4 0.0 -0.5 0.059
H 18.33570 23.02268 17.60443 -0.1 -0.8 0.0 0.105
H 19.58416 22.42516 16.64896 0.9 0.0 -1.0 0.061
H 19.45170 21.77685 18.24952 -0.2 0.1 0.0 0.092
C 11.78182 22.12758 10.37970 0.5 -1.0 -0.7 -0.095
N 10.82386 21.23446 11.00197 -0.1 -1.2 -0.1 -0.283
C 10.43001 19.95529 10.34487 -0.4 0.6 1.0 -0.091
P 10.36409 21.63903 12.53050 -0.3 0.6 1.7 0.585
O 11.32865 22.56596 13.23125 -0.9 -1.1 -0.8 -0.306
N 8.83463 22.38369 12.49171 1.7 0.4 0.9 -0.287
C 8.59248 23.56088 13.39118 0.3 0.3 -0.9 -0.093
C 7.73126 21.63757 11.94195 -1.4 0.4 1.0 -0.136
N 10.12301 20.09219 13.26623 1.7 0.7 -0.8 -0.270
C 11.38016 19.21486 13.21841 -1.7 1.7 1.2 -0.082
C 9.53486 20.10829 14.58409 -0.8 -1.0 0.0 -0.128
H 11.35000 22.80518 9.66722 -0.4 0.3 -0.5 0.075
H 12.56894 21.54078 9.88158 -0.2 0.1 0.0 0.086
H 12.26396 22.71172 11.12488 0.4 0.5 0.7 0.044
H 11.22861 19.24389 10.14275 0.6 0.6 -0.6 0.082
H 9.73438 20.12696 9.53192 0.3 0.0 -0.6 0.080
H 9.87029 19.36788 11.05478 -0.5 0.1 0.4 0.051
H 8.08592 23.33163 14.32324 -0.2 -0.5 0.2 0.066
H 9.52252 24.11961 13.67240 -0.6 -0.9 -0.6 0.070
H 7.94038 24.27198 12.86650 0.1 -0.1 0.0 0.077
H 7.29258 21.96414 10.99211 0.3 0.5 0.1 0.080
H 7.99982 20.61337 11.79597 0.3 -0.7 0.0 0.049
H 6.90172 21.62704 12.68871 0.3 0.0 -0.5 0.092
H 12.01901 19.49864 12.40843 0.0 -0.5 -0.8 0.061
H 11.98889 19.34904 14.09216 0.4 0.6 0.8 0.048
H 10.99324 18.23620 13.35464 0.1 -1.3 -0.9 0.065
H 9.90297 20.79342 15.27651 1.4 1.7 1.0 0.039
H 9.65592 19.16457 15.12094 -0.1 -0.3 -0.5 0.076
H 8.48977 20.35664 14.58800 -0.8 -0.2 -0.5 0.073
C 15.65161 16.16561 18.43244 -0.5 1.8 0.6 -0.060
N 14.27898 16.83491 18.57973 1.6 -0.2 -0.9 -0.289
C 14.23424 18.30551 18.75921 0.5 -0.9 -2.3 -0.081
P 12.98617 15.83912 18.44215 0.8 -1.8 -0.9 0.474
O 13.40398 14.59477 17.67575 -0.5 1.2 1.2 -0.323
N 12.35245 15.66343 19.98440 0.7 -0.2 -0.6 -0.304
C 13.33213 15.29474 21.03050 0.1 -0.5 -0.5 -0.105
C 11.13630 14.82652 20.00999 0.3 0.0 0.9 -0.117
N 11.74730 16.55574 17.67263 -1.0 -0.3 -2.6 -0.309
C 10.61834 17.26208 18.22237 0.2 0.6 -0.7 -0.132
C 11.51131 16.15327 16.22333 -0.4 0.9 2.2 -0.046
H 16.38894 16.76682 17.83411 -1.0 -0.2 0.3 0.069
H 15.55968 15.16864 18.01470 -0.2 0.1 0.2 0.047
H 15.99546 16.16644 19.46416 0.7 -0.5 0.0 0.066
H 15.13388 18.73200 18.17918 -1.4 -0.5 1.0 0.088
H 14.27016 18.58186 19.79627 0.0 0.4 0.5 0.066
H 13.29737 18.64558 18.24537 0.8 0.0 0.7 0.058
H 12.78869 14.86952 21.87220 0.0 0.5 0.3 0.077
H 13.94536 14.46264 20.67911 0.2 -0.1 -0.1 0.078
H 14.03440 16.09498 21.31974 -0.7 -0.1 -0.1 0.081
H 10.64840 14.67748 19.04417 0.2 0.4 0.1 0.074
H 11.37230 13.81247 20.37704 -0.2 0.4 0.0 0.089
H 10.49760 15.38286 20.70272 -0.5 -0.7 -0.1 0.088
H 10.98356 17.57274 19.21193 -0.9 0.6 -0.3 0.082
H 10.32976 18.05837 17.45410 0.5 -0.4 1.5 0.091
H 9.70414 16.65144 18.30416 0.3 -0.1 0.2 0.076
H 10.68358 15.43785 16.20124 -0.1 0.3 -0.3 0.093
H 12.36631 15.69225 15.83396 1.2 -0.7 -0.5 0.031
H 11.34810 17.07786 15.67518 -0.5 -0.1 -0.2 0.060
C 19.77237 13.41835 12.47526 -0.3 -1.0 1.7 -0.129
N 19.02899 13.23790 11.25647 -0.6 2.4 -0.8 -0.303
C 18.22616 12.05616 11.17642 -0.3 -1.0 0.2 -0.120
P 18.44174 14.74638 10.70430 -1.2 -0.8 -0.4 0.582
O 17.62765 15.62514 11.61581 0.9 -0.9 -0.6 -0.307
N 19.85945 15.48296 10.30197 0.9 1.4 -0.2 -0.298
C 20.04463 16.91939 10.65494 -0.7 -0.8 1.0 -0.089
C 21.07381 14.93522 9.67606 -1.2 -0.9 0.0 -0.114
N 17.49928 14.29868 9.36704 0.3 0.5 0.6 -0.298
C 18.05676 13.61350 8.19551 1.0 0.0 1.2 -0.095
C 16.12227 14.80517 9.29309 0.4 0.4 -2.0 -0.101
H 20.49133 14.25115 12.44662 -0.3 -0.4 -0.1 0.082
H 20.26369 12.46653 12.73703 0.3 0.4 -0.3 0.088
H 19.05999 13.54991 13.33426 0.6 0.3 -0.5 0.083
H 17.64610 11.78340 12.05630 0.0 0.4 0.7 0.075
H 18.91024 11.22186 11.04401 -0.1 -0.4 -0.3 0.087
H 17.46274 12.08321 10.40318 0.4 0.2 -0.3 0.069
H 20.66496 16.99247 11.56661 0.3 0.0 -0.5 0.082
H 20.45701 17.49818 9.82978 0.0 -0.1 0.0 0.085
H 19.09052 17.32922 11.00608 0.2 0.0 -0.5 0.036
H 21.00847 13.84351 9.61670 -0.2 0.2 -0.1 0.075
H 21.21025 15.32578 8.66123 0.1 0.1 0.2 0.084
H 21.92942 15.11965 10.30118 0.5 0.5 0.2 0.072
H 19.10560 13.90786 8.05745 -0.1 0.0 0.1 0.064
H 18.07756 12.51018 8.29921 -0.4 0.4 -0.2 0.081
H 17.56773 13.93880 7.30577 -0.6 0.0 -0.6 0.072
H 15.80378 15.20002 10.20928 -0.3 0.0 1.6 0.024
H 15.43794 14.01928 8.95167 0.1 0.1 0.1 0.088
H 16.01257 15.70732 8.62171 0.3 -1.0 0.1 0.086
C 11.22591 24.33531 16.40660 -1.1 0.1 -0.3 -0.138
N 12.52365 24.75068 16.82759 0.4 -1.1 -0.2 -0.316
C 12.73086 26.13018 17.16674 -0.7 0.2 -0.7 -0.111
P 13.85075 23.76480 16.54935 -1.0 0.7 -0.7 0.498
O 14.93972 24.44546 17.27060 1.1 -0.4 -0.1 -0.300
N 13.58451 22.22447 17.09069 0.8 0.4 2.2 -0.275
C 12.73087 21.17813 16.60789 -0.6 0.7 -1.4 -0.099
C 13.55838 22.27743 18.56401 -1.2 -1.2 0.9 -0.118
N 13.86395 23.52462 14.91596 0.0 0.5 1.4 -0.298
C 14.61250 22.47048 14.29437 0.9 -0.4 -0.5 -0.170
C 13.55702 24.65471 14.06605 -0.1 -1.2 -1.7 -0.098
H 10.78836 25.09401 15.71024 0.1 -0.5 0.4 0.083
H 10.49916 24.16954 17.23813 0.5 0.3 -0.3 0.091
H 11.30644 23.39017 15.86058 -0.1 0.2 -0.1 0.046
H 12.30674 26.78082 16.34835 0.3 -0.3 0.9 0.099
H 13.78555 26.25410 17.26311 0.7 0.5 0.0 0.052
H 12.30039 26.33790 18.13674 -0.4 0.4 0.2 0.078
H 12.83034 20.31994 17.24624 0.0 -0.4 0.2 0.052
H 11.67935 21.49018 16.54867 0.0 -0.2 0.4 0.067
H 12.98869 20.92889 15.57819 0.1 -0.2 0.0 0.062
H 12.50233 22.38404 18.90536 0.5 0.2 -0.1 0.093
H 13.88376 21.34210 19.05818 0.1 0.0 -0.7 0.075
H 14.15357 23.04453 19.02254 0.2 0.6 -0.3 0.069
H 14.96788 21.66130 14.97571 -0.7 0.8 -0.3 0.033
H 13.93006 22.08097 13.51412 0.7 -0.3 0.1 0.064
H 15.56206 22.87234 13.86075 -0.6 -0.3 -0.1 0.094
H 14.29177 25.45060 14.06854 0.3 0.2 0.2 0.085
H 12.56416 25.01786 14.24874 -0.4 0.4 0.3 0.056
H 13.50619 24.21495 13.03417 0.1 0.6 0.7 0.090
C 16.22766 13.39226 15.12904 0.3 -0.5 -0.3 -0.047
C 14.76901 13.09553 15.04119 -2.1 0.9 -0.8 -0.161
O 14.42152 11.98506 14.15120 0.6 -0.6 2.6 0.068
C 14.22809 12.19466 12.91955 1.3 0.2 -2.3 -0.470
O 14.26448 13.20314 12.27880 -0.5 0.7 0.1 0.148
C 14.25308 10.86677 12.18294 -1.3 -3.5 -1.4 -0.481
F 14.58996 10.99756 10.89441 0.2 0.5 0.4 0.151
F 15.06802 9.91422 12.70621 0.3 1.2 0.1 0.135
F 13.04070 10.20782 12.15102 0.2 1.2 0.4 0.113
H 16.72442 12.53920 15.58743 0.3 -0.2 -0.4 0.092
H 16.39489 14.19253 15.81955 -0.2 0.7 0.5 0.065
H 16.67908 13.72068 14.19087 0.0 -0.3 -0.1 0.074
H 14.11774 13.92079 14.64544 0.9 -0.4 0.7 0.118
H 14.35811 12.75947 15.97827 0.0 0.2 0.4 0.114
C 16.23396 18.48707 10.23926 -1.2 -1.0 0.3 -0.076
C 16.31432 19.96892 10.22188 -0.1 0.2 -0.7 -0.226
O 17.32402 20.25015 9.23694 1.2 1.1 -0.4 0.025
C 17.65218 21.50870 8.92350 -0.4 -1.2 -0.4 -0.394
O 17.21293 22.52808 9.34050 -0.4 0.5 0.8 0.184
C 18.63151 21.57482 7.73300 0.3 -1.1 0.0 -0.560
F 18.02662 22.16511 6.72360 -0.3 0.9 -0.5 0.185
F 19.73026 22.25558 8.07350 -0.1 0.0 -0.1 0.168
F 18.99237 20.36942 7.25686 0.3 0.0 0.5 0.148
H 15.41324 18.22333 10.95937 0.6 -0.1 -0.9 0.039
H 17.14665 18.04131 10.67681 -0.4 0.1 -0.6 0.062
H 16.00566 18.11915 9.19727 0.3 0.1 1.2 0.101
H 16.56286 20.33183 11.19394 0.5 0.6 0.6 0.075
H 15.41433 20.48106 9.89643 -0.3 -0.1 0.0 0.127
Cl 15.31487 19.38561 13.60812 0.3 -0.6 0.1 0.619
C 15.39739 17.87667 14.64606 -0.9 0.8 -0.3 -0.544
C 15.36418 16.59439 13.85101 -1.3 -0.4 1.3 -0.601
Cl 14.00483 16.49534 12.69027 0.1 0.2 0.0 0.589
H 14.53981 18.05874 15.31116 0.2 -0.6 -0.2 0.064
H 16.30180 17.96630 15.22091 0.4 -0.1 0.2 0.014
H 15.14799 15.76179 14.54399 0.2 0.5 -0.1 0.046
H 16.28734 16.35899 13.38820 0.8 0.0 -1.0 0.027
```
Forces are in eV/Å.